# C5H7ClN2OS

C5H7ClN2OS in the gas phase at a distorted geometry (ωB97M-V with the def2-TZVPD basis set, the OMol25 dataset).

Atoms and positions in Å:
N: -1.92 -0.24 0.30
C: -0.84 -0.32 -0.71
C: 0.01 -1.51 -0.16
C: 0.68 -0.73 1.06
O: 0.42 0.69 0.95
C: 0.03 0.95 -0.37
Cl: -0.83 2.49 -0.72
N: 1.35 1.07 -1.13
C: 2.02 1.92 -0.60
S: 2.87 2.90 0.29
H: -2.40 -1.14 0.35
H: -2.58 0.50 0.10
H: -1.23 -0.40 -1.74
H: 0.70 -1.98 -0.88
H: -0.58 -2.28 0.38
H: 1.76 -0.77 0.80
H: 0.54 -1.16 2.07

energy: -1237.7965 a.u.
2S+1: 1
energy above the lowest of the compared OMol25 structures with the same formula, charge and spin: 36.5 kcal/mol
Kohn-Sham gap: 9.79 eV



# C5H7ClNO4

A gas-phase ion, C5H7ClNO4 (charge -1) at a distorted geometry (ωB97M-V with the def2-TZVPD basis set, the OMol25 dataset).

Atoms and positions in Å:
C: -1.73 -1.30 0.75
C: 2.44 -0.29 -0.08
C: 1.12 0.18 0.47
C: 0.15 0.07 -0.69
C: -1.32 0.15 -0.24
N: -1.78 1.37 0.20
O: -2.67 -1.13 1.53
O: -0.90 2.07 0.75
O: -0.91 -2.15 0.52
O: -2.96 1.72 0.11
Cl: -2.45 -0.46 -1.78
H: 3.38 -0.14 0.60
H: 2.51 -1.33 -0.55
H: 2.45 0.25 -0.97
H: 0.82 -0.25 1.43
H: 1.29 1.26 0.71
H: 0.20 -0.85 -1.37
H: 0.36 0.81 -1.39

total charge: -1
energy: -1010.5768 a.u.
2S+1: 1
energy above the lowest of the compared OMol25 structures with the same formula, charge and spin: 15.3 kcal/mol
Kohn-Sham gap: 8.52 eV



# C5H7ClO

C5H7ClO in the gas phase at a distorted geometry (ωB97M-V with the def2-TZVPD basis set, the OMol25 dataset).

Atoms and positions in Å:
C: 1.50 -1.45 -0.24
C: 0.74 -0.54 0.32
C: -1.74 -0.85 0.16
C: -0.57 -0.01 -0.21
C: -0.88 1.42 -0.52
O: -1.24 -0.98 -1.04
Cl: -3.35 -0.01 0.35
H: 2.23 -1.78 0.50
H: 1.57 -1.88 -1.21
H: 1.01 -0.25 1.31
H: -1.84 -1.58 0.83
H: -1.24 1.47 -1.61
H: -0.05 2.14 -0.57
H: -1.68 1.84 0.03

energy: -730.0580 a.u.
2S+1: 1
energy above the lowest of the compared OMol25 structures with the same formula, charge and spin: 47.5 kcal/mol
Kohn-Sham gap: 10.85 eV



# C5H7ClO3S

C5H7ClO3S in the gas phase at a distorted geometry (ωB97M-V with the def2-TZVPD basis set, the OMol25 dataset).

Atoms and positions in Å:
C: -0.84 0.18 1.19
C: -0.46 -0.70 0.27
C: 0.61 -0.57 -0.73
C: 1.12 1.15 -0.68
C: -0.98 -2.11 0.22
O: -0.77 2.73 0.30
O: 1.00 2.05 1.89
O: 0.64 1.81 -1.78
S: 0.12 1.66 0.79
Cl: 2.00 -1.60 -0.51
H: -1.63 0.21 1.89
H: 0.16 -0.63 -1.63
H: 2.25 1.03 -0.44
H: -0.80 -2.70 -0.62
H: -2.04 -2.35 0.51
H: -0.54 -2.71 0.94
H: 0.16 2.56 -1.60

energy: -1278.7168 a.u.
2S+1: 1
energy above the lowest of the compared OMol25 structures with the same formula, charge and spin: 0.0 kcal/mol
Kohn-Sham gap: 10.60 eV



# C5H7ClOS

C5H7ClOS in the gas phase at a distorted geometry (ωB97M-V with the def2-TZVPD basis set, the OMol25 dataset).

Atoms and positions in Å:
C: 0.44 1.09 1.43
C: 0.60 0.42 0.12
C: 0.40 -1.14 0.01
C: -0.46 -0.90 -1.23
C: -0.68 0.56 -0.81
H: -1.07 0.07 1.45
H: 1.32 -1.79 -0.10
H: -0.08 -1.52 0.97
H: -1.41 -1.48 -1.44
H: 0.13 -0.89 -2.18
H: -0.69 1.35 -1.50
H: -1.59 0.75 -0.21
O: -0.62 0.57 2.12
S: 1.61 2.00 2.14
Cl: 2.10 0.91 -0.76

energy: -1128.2816 a.u.
2S+1: 1
energy above the lowest of the compared OMol25 structures with the same formula, charge and spin: 29.3 kcal/mol
Kohn-Sham gap: 8.75 eV



# C5H7EuO3

A molecular structure, C5H7EuO3 at a distorted geometry (ωB97M-V with the def2-TZVPD basis set, the OMol25 dataset).

Atoms and positions in Å:
O: 0.28 -1.88 2.11
C: -0.52 -1.89 1.15
O: -1.81 -1.72 1.30
Eu: 1.06 -4.16 1.00
O: -0.13 -2.25 -0.02
C: 0.76 0.41 -1.70
H: 1.13 -0.62 -1.64
H: -0.25 0.32 -2.13
H: 1.57 0.69 -2.39
C: -1.22 1.69 1.07
C: -0.36 1.93 0.21
C: 0.70 1.84 -0.75
H: -1.56 1.63 2.09
H: -1.96 -0.61 1.41
H: 0.64 2.69 -1.45
H: 1.67 1.92 -0.25

total charge: +1
energy: -1130.4009 a.u.
expectation value of S²: 15.760
2S+1: 8
energy above the lowest of the compared OMol25 structures with the same formula, charge and spin: 57.7 kcal/mol
Kohn-Sham gap (alpha / beta): 6.48 / 6.65 eV



# C5H7F

C5H7F in the gas phase at a distorted geometry (ωB97M-V with the def2-TZVPD basis set, the OMol25 dataset).

Atoms and positions in Å:
C: 0.99 0.74 0.49
C: 0.68 0.78 -0.94
C: -1.52 0.79 0.07
C: -0.42 0.05 -0.18
C: -0.27 -1.39 -0.24
F: -2.77 0.29 -0.16
H: 1.59 -0.06 0.87
H: 0.90 1.65 1.09
H: 0.15 1.77 -1.10
H: -1.47 1.80 0.34
H: 0.69 -1.58 0.15
H: -0.31 -1.82 -1.24
H: -1.04 -1.81 0.42

energy: -294.3983 a.u.
2S+1: 1
energy above the lowest of the compared OMol25 structures with the same formula, charge and spin: 97.5 kcal/mol
Kohn-Sham gap (alpha / beta): 8.12 / 8.13 eV



# C5H7F3O2P

A gas-phase ion, C5H7F3O2P (charge -1) at a distorted geometry (ωB97M-V with the def2-TZVPD basis set, the OMol25 dataset).

Atoms and positions in Å:
C: -0.84 -1.46 0.65
C: -0.17 -0.38 0.23
C: -0.54 1.98 1.54
C: 0.30 0.01 -1.31
C: 0.47 -1.26 -2.23
O: 0.68 -0.03 2.95
O: 2.02 1.16 1.01
F: 1.07 -2.33 -1.79
F: 1.07 -0.95 -3.41
F: -0.77 -1.57 -2.65
P: 0.71 0.65 1.58
H: -1.06 -1.72 1.65
H: -1.20 -2.13 -0.03
H: -1.48 1.58 2.15
H: -0.18 3.04 2.03
H: -0.70 2.34 0.55
H: 1.27 0.47 -1.20
H: -0.66 0.61 -1.72

total charge: -1
energy: -986.2430 a.u.
2S+1: 1
energy above the lowest of the compared OMol25 structures with the same formula, charge and spin: 0.0 kcal/mol
Kohn-Sham gap: 8.66 eV



# C5H7F6NO

3 unconnected molecules or ions with the total composition C5H7F6NO at a distorted geometry (ωB97M-V with the def2-TZVPD basis set, the OMol25 dataset).

Atoms and positions in Å:
C: 0.64 -1.92 -0.90
C: -0.21 1.58 -0.07
C: 0.57 -1.32 0.53
C: -1.30 1.47 -1.03
C: -0.39 1.68 1.25
N: -0.57 -1.40 1.23
O: 1.53 -0.78 1.03
F: -1.02 1.88 -2.28
F: -1.66 0.15 -1.17
F: -2.42 2.15 -0.68
F: -1.50 1.31 1.85
F: 2.47 0.36 -0.81
F: 0.53 1.99 2.12
H: 1.28 -2.85 -0.75
H: -0.43 -1.96 -1.19
H: 1.23 -1.16 -1.46
H: 0.76 1.54 -0.57
H: -0.57 -0.95 2.18
H: -1.37 -1.69 0.71
H: 2.44 -0.08 0.01

energy: -923.9187 a.u.
2S+1: 1
energy above the lowest of the compared OMol25 structures with the same formula, charge and spin: 0.0 kcal/mol
Kohn-Sham gap: 11.23 eV



# C5H7FGaO3

A molecular structure, C5H7FGaO3 at a distorted geometry (ωB97M-V with the def2-TZVPD basis set, the OMol25 dataset).

Atoms and positions in Å:
C: -1.41 -0.44 1.01
C: -2.37 0.13 0.18
H: -1.88 -0.48 2.01
H: -0.47 -0.61 1.54
H: -3.12 0.82 0.60
H: -2.53 -0.17 -0.86
O: 2.15 0.14 -0.06
C: 2.07 1.46 0.26
C: 1.25 -0.44 -0.99
O: 3.02 1.95 0.83
O: 0.96 2.05 0.01
C: 0.21 -1.32 -0.36
H: 1.87 -1.07 -1.65
H: 0.77 0.30 -1.63
F: 0.77 -2.34 0.33
H: -0.52 -1.72 -1.08
Ga: -0.76 1.75 -0.12

total charge: +2
energy: -2444.1098 a.u.
expectation value of S²: 0.788
2S+1: 2
Kohn-Sham gap (alpha / beta): 6.28 / 5.47 eV